Record 1
ORCA calculation (ωB97M-V/def2-TZVPD) on C4H9NO2 as an isolated structure in a non-equilibrium geometry.

Its total energy is -9877.5869 eV. The calculation puts the frontier orbital gap at 9.22 eV. The energy above the lowest of the compared OMol25 structures with the same formula, charge and spin is 57.0 kcal/mol. Its highest occupied orbital energy is -8.66 eV.

Last column: Löwdin charge in e.
Element x y z (Å)
C  0.606  0.400  -0.553  -0.702
C  0.429  -1.103  -0.279  -0.099
C  -1.016  0.962  -0.712  -0.002
C  -0.394  -1.188  0.965  -0.143
O  1.219  1.059  0.441  -0.093
O  1.220  0.569  -1.794  0.016
N  -0.079  -0.456  1.974  0.112
H  1.714  1.396  -1.732  0.107
H  0.806  0.511  1.467  0.147
H  -0.671  -0.515  2.795  0.100
H  1.412  -1.561  -0.120  0.137
H  -0.072  -1.583  -1.117  0.121
H  -1.207  -1.917  0.998  0.129
H  -0.837  2.005  -0.961  0.060
H  -1.630  0.946  0.187  0.050
H  -1.499  0.477  -1.558  0.060



Record 2
ORCA calculation (ωB97M-V/def2-TZVPD) on an isolated molecule of C2H2O2 in a non-equilibrium geometry.

Its total energy is -6199.4693 eV. The calculation puts the frontier orbital gap at 9.78 eV. The energy above the lowest of the compared OMol25 structures with the same formula, charge and spin is 13.5 kcal/mol. Its highest occupied orbital energy is -9.85 eV.

Last column: Löwdin charge in e.
Element x y z (Å)
O  -1.813  -0.837  -0.163  0.098
C  -0.861  -0.382  0.299  -0.246
C  0.623  -0.502  -0.317  -0.181
O  1.623  -1.059  0.074  0.054
H  -1.014  0.288  1.263  0.145
H  0.684  -0.002  -1.347  0.131



Record 3
ORCA calculation (ωB97M-V/def2-TZVPD) on a 5-piece molecular cluster, H10O4S overall in a non-equilibrium geometry.

Its total energy is -19187.2920 eV. The calculation puts the frontier orbital gap at 10.47 eV. The energy above the lowest of the compared OMol25 structures with the same formula, charge and spin is 17.0 kcal/mol. Its highest occupied orbital energy is -10.11 eV.

Last column: Löwdin charge in e.
Element x y z (Å)
O  1.950  -1.082  -2.614  -0.035
H  1.425  -0.350  -2.884  0.000
H  1.586  -1.264  -1.768  0.001
O  -1.089  0.186  2.382  -0.054
H  -0.247  0.588  2.130  0.040
H  -0.918  -0.759  2.254  0.028
O  -1.170  2.857  0.748  -0.048
H  -1.826  3.461  0.456  0.028
H  -1.670  2.049  1.000  0.050
O  0.431  1.481  -1.270  -0.052
H  0.244  1.929  -0.438  -0.003
H  0.559  2.130  -1.949  0.027
S  -0.334  -3.642  0.633  0.477
H  0.398  -4.536  0.005  -0.238
H  0.662  -3.048  1.314  -0.222